[1]
# C4H5NO

The molecule C4H5NO (wB97M-V/def2-TZVPD, the Open Molecules 2025 dataset).

- Kohn-Sham gap: 9.74 eV
- Relative energy (zero: lowest compared OMol25 entry of this formula, charge and spin): 3.651 eV
- Structure (SMILES): O=C1[C@@H]2CCN12

Atoms and positions in Å:
O  0.18836  1.69228  2.13633
C  -0.11701  1.00972  1.26875
C  -0.46377  -0.36881  0.81113
C  0.45668  -0.89558  -0.29208
C  0.10163  0.47715  -1.08363
N  -0.75054  0.91770  0.06246
H  -1.09815  -1.24506  1.27379
H  -0.07776  -1.73693  -0.75057
H  1.43321  -1.09723  -0.18349
H  0.93800  1.03630  -1.32523
H  -0.61064  0.21047  -1.91745

Mulliken population analysis, charges in e, atoms 1 to 5: O -0.43; C 0.47; C -0.07; C -0.63; C -0.38

=====

[2]
# C4H5NO

The molecule C4H5NO (wB97M-V/def2-TZVPD, the Open Molecules 2025 dataset).

- Kohn-Sham gap: 10.82 eV
- Relative energy (zero: lowest compared OMol25 entry of this formula, charge and spin): 1.858 eV
- Structure (SMILES): C#CC(=O)NC

Atoms and positions in Å:
C  -1.02047  2.43122  1.09365
C  -0.75536  1.25827  1.03006
C  -0.51433  -0.14403  0.67473
O  -1.35587  -1.00825  0.81796
N  0.70341  -0.33791  0.07154
C  0.78369  -1.23685  -1.06560
H  -1.26557  3.46865  1.14449
H  1.29897  0.47507  0.03204
H  1.79740  -1.62442  -1.18351
H  0.49643  -0.71089  -1.98554
H  0.08959  -2.06013  -0.90170

Mulliken population analysis, charges in e, atoms 1 to 5: C 0.12; C -0.29; C 0.25; O -0.56; N -0.24

=====

[3]
# C4H5NO

The molecule C4H5NO (wB97M-V/def2-TZVPD, the Open Molecules 2025 dataset).

- Kohn-Sham gap: 8.99 eV
- Relative energy (zero: lowest compared OMol25 entry of this formula, charge and spin): 0.490 eV
- Structure (SMILES): Oc1cc[nH]c1

Atoms and positions in Å:
O  -1.42442  1.39057  1.07470
C  -0.60184  0.49740  0.45076
C  -0.97997  -0.29833  -0.66465
C  0.15128  -0.96564  -1.06486
N  1.16790  -0.64507  -0.21402
C  0.71665  0.24812  0.73260
H  -0.85896  2.02693  1.52870
H  -1.96337  -0.37592  -1.10760
H  0.30960  -1.61835  -1.91103
H  2.13790  -0.85933  -0.36314
H  1.34522  0.59962  1.53854

Mulliken population analysis, charges in e, atoms 1 to 5: O -0.53; C 0.88; C -0.58; C -0.56; N 0.01

=====

[4]
# C4H5NO

The molecule C4H5NO (wB97M-V/def2-TZVPD, the Open Molecules 2025 dataset).

- Kohn-Sham gap: 10.16 eV
- Relative energy (zero: lowest compared OMol25 entry of this formula, charge and spin): 2.527 eV
- Structure (SMILES): C#CC(=O)NC

Atoms and positions in Å:
C  2.27722  0.61145  0.26489
C  1.32654  -0.05182  0.57426
C  0.12350  -0.77135  0.94416
O  0.00177  -1.24872  2.04175
N  -0.84994  -0.86655  -0.08848
C  -1.27558  0.42876  -0.64056
H  3.15370  1.14281  0.01088
H  -0.46796  -1.49260  -0.79280
H  -1.95463  0.19673  -1.47154
H  -0.46415  1.11325  -0.97522
H  -1.87048  0.93804  0.13267

Mulliken population analysis, charges in e, atoms 1 to 5: C 0.19; C -0.26; C 0.00; O -0.44; N -0.31